No. 1
ORCA calculation (ωB97M-V/def2-TZVPD) on C31H38AuClN4O2S4 as an isolated structure.

Geometry as XYZ:
```
81
Properties=species:S:1:pos:R:3:forces:R:3
Au -1.738201 -0.559700 -0.535448 -0.058 -0.096 0.319
O -4.784254 -5.576227 3.207744 -0.007 0.026 -0.014
C -4.191865 -4.757429 2.563753 0.022 -0.050 0.021
S -4.075797 -4.777961 0.800153 -0.014 0.009 0.001
C -3.090402 -3.341724 0.607096 0.030 0.080 0.108
C -2.751260 -2.661732 1.798895 -0.023 -0.070 -0.089
S -1.859104 -1.240543 1.971401 -0.009 0.119 -0.151
S -3.328196 -3.384301 3.280630 -0.009 0.006 0.024
S -2.624027 -2.959950 -0.954399 0.081 0.057 -0.097
C -3.303037 0.842298 -5.806427 -0.004 0.006 -0.024
C -2.199629 -0.195557 -5.569750 0.049 0.000 0.086
C -1.005930 0.060331 -6.495593 -0.007 0.003 -0.016
C -2.746450 -1.614939 -5.766424 -0.013 -0.013 -0.025
C -1.751136 -0.077350 -4.168668 -0.177 -0.081 -0.006
N -1.459926 -0.013189 -3.060392 0.190 0.135 -0.075
H -3.636968 0.772217 -6.842371 -0.006 0.000 0.002
H -2.939837 1.854317 -5.627999 0.007 -0.002 -0.001
H -4.158555 0.660008 -5.156120 -0.001 -0.001 0.000
H -1.335136 -0.031979 -7.531224 0.001 -0.002 -0.001
H -0.211285 -0.664434 -6.320365 0.003 0.001 0.004
H -0.602540 1.062437 -6.350608 0.001 0.000 0.004
H -3.097915 -1.717538 -6.794001 -0.003 -0.007 0.001
H -3.579274 -1.811535 -5.091261 0.002 0.004 0.007
H -1.974530 -2.362816 -5.587105 0.005 0.004 0.003
C -3.199036 1.096991 -0.393793 0.002 -0.065 0.051
C -4.407998 0.312709 -0.577107 -0.010 0.024 -0.006
C -4.912474 0.049931 -1.860902 -0.004 0.004 -0.012
C -5.999361 -0.785824 -2.041534 0.001 -0.006 0.004
C -6.613911 -1.381694 -0.946693 -0.007 0.007 0.004
C -6.142050 -1.114083 0.335217 -0.004 -0.004 -0.013
C -5.060931 -0.274626 0.520277 0.003 0.004 -0.004
H -3.054737 1.526249 0.591432 -0.022 0.004 -0.026
H -2.916206 1.753939 -1.210919 0.009 -0.001 -0.006
H -4.424477 0.506475 -2.714771 0.010 -0.008 0.006
H -6.369790 -0.982110 -3.040336 -0.004 0.005 -0.003
H -7.457929 -2.043596 -1.088594 0.003 -0.007 -0.001
H -6.620915 -1.570167 1.192837 -0.003 0.005 0.002
H -4.683672 -0.082608 1.517820 0.000 -0.002 0.005
C 5.350126 1.606015 0.498029 0.042 -0.027 -0.014
C 5.630601 0.641806 1.656629 -0.103 0.023 0.019
C 6.027620 1.460475 2.891790 0.041 -0.013 0.014
C 6.839671 -0.211192 1.244932 0.022 0.004 0.010
C 4.413693 -0.281880 2.008040 0.054 0.016 0.011
O 4.864305 -1.306304 2.913177 -0.017 -0.021 -0.009
C 3.230098 0.398193 2.727100 -0.033 -0.051 0.000
C 2.566482 1.661238 2.164513 0.038 0.027 -0.071
C 1.289093 1.986351 2.898498 -0.021 -0.065 0.043
C 0.057765 1.944565 2.254836 -0.005 -0.027 -0.020
C -1.116526 2.238092 2.934602 0.000 -0.012 -0.003
C -1.057878 2.568279 4.275402 -0.014 0.002 0.005
Cl -2.524928 2.934075 5.134582 0.012 -0.004 -0.007
C 0.154528 2.611738 4.944729 -0.008 0.011 0.005
C 1.316830 2.321631 4.250496 0.015 0.019 -0.002
C 3.942304 -1.155368 0.816852 -0.056 -0.020 -0.039
N 2.774609 -0.704682 0.079682 0.027 0.057 0.011
C 1.493375 -0.960694 0.353899 -0.083 -0.038 0.035
N 0.716442 -0.364330 -0.527315 0.011 0.015 -0.065
C 1.597137 0.261537 -1.345904 0.023 -0.060 -0.070
N 2.856352 0.075415 -1.021382 0.025 0.043 0.085
H 6.281239 2.117532 0.243411 -0.006 0.005 0.002
H 4.617550 2.371184 0.737166 -0.049 0.023 0.036
H 5.005351 1.085372 -0.393052 -0.005 -0.031 -0.032
H 6.875740 2.100666 2.643998 -0.002 -0.001 -0.004
H 6.349461 0.828883 3.724811 -0.009 0.000 0.003
H 5.221970 2.105913 3.242158 -0.010 0.007 -0.013
H 7.716265 0.434941 1.171740 0.004 -0.002 -0.004
H 6.705131 -0.666372 0.262654 -0.018 -0.021 0.003
H 7.052478 -1.000394 1.963566 -0.001 0.014 0.000
H 5.181253 -0.881971 3.717193 0.009 0.000 0.009
H 3.570608 0.616141 3.743134 0.006 0.018 0.005
H 2.464053 -0.372721 2.857531 0.009 0.009 -0.016
H 2.350356 1.560265 1.100972 0.002 -0.003 -0.026
H 3.245098 2.510694 2.257587 0.026 0.004 0.014
H 0.005664 1.668246 1.207131 -0.006 0.013 -0.001
H -2.072122 2.206854 2.430314 0.006 -0.016 0.014
H 0.182293 2.874948 5.993065 0.003 -0.006 0.001
H 2.264404 2.363818 4.776293 0.004 0.009 -0.007
H 3.676934 -2.123200 1.239853 0.044 0.008 0.023
H 4.737652 -1.313589 0.094875 0.002 0.017 -0.018
H 1.159025 -1.571949 1.177770 -0.005 -0.006 -0.004
H 1.296642 0.845491 -2.199775 -0.004 -0.008 -0.006
```
Positions in Å, forces in eV/Å.

For the relative energy (zero: lowest compared OMol25 entry of this formula, charge and spin), the calculation gives 8.5 kJ/mol. The LUMO energy (spin up / spin down) comes out at 0.388 / -1.673 eV. Its spin multiplicity is 3. As for the expectation value of S²: 2.0342. As for the largest force on an atom: 0.007 hartree/bohr. For the total energy, the calculation gives -102374.440 eV.

Here are the Mulliken charges for atoms 1 to 6, given in e: number 1, Au, carries 1.25; number 2, O, carries -0.56; number 3, C, carries 0.57; number 4, S, carries -0.12; number 5, C, carries 0.01; number 6, C, carries 0.00



No. 2
ORCA calculation (ωB97M-V/def2-TZVPD) on C31H38BClN3O7ReS3 as an isolated structure.

Geometry as XYZ:
```
85
Properties=species:S:1:pos:R:3:forces:R:3
Re -0.305048 -0.409623 0.107725 -0.393 -0.371 0.095
C -1.289389 -3.364407 -0.579729 -0.045 -0.010 -0.020
N -0.625349 -2.231600 -1.249481 -0.052 0.134 0.003
C 0.608674 -2.773101 -1.857567 -0.022 0.017 0.019
C -1.498048 -1.673667 -2.320986 0.055 -0.005 -0.057
C -0.737972 -0.501058 -2.867332 -0.020 -0.061 0.013
C -0.591236 -0.217312 -4.214064 -0.005 -0.016 0.019
C 0.301684 0.770801 -4.620518 0.012 0.034 0.026
C 1.036861 1.455747 -3.661411 0.001 -0.024 -0.048
C 0.848918 1.198638 -2.308460 0.033 0.016 0.085
C -0.037318 0.207865 -1.875964 0.185 0.073 0.146
H -1.498265 -4.150981 -1.314216 0.025 -0.006 -0.003
H -2.212107 -3.034210 -0.117672 -0.001 -0.005 -0.015
H -0.616293 -3.761617 0.180481 -0.021 0.019 0.026
H 1.278232 -3.084904 -1.066004 0.034 -0.047 0.020
H 1.102120 -2.016858 -2.460898 0.035 0.030 0.059
H 0.349854 -3.630554 -2.490258 -0.010 0.028 -0.035
H -2.438959 -1.375151 -1.852028 0.014 0.023 0.017
H -1.693962 -2.438404 -3.084213 -0.021 -0.002 0.013
H -1.143692 -0.790841 -4.951843 0.002 0.000 -0.003
H 0.429326 0.992850 -5.672959 0.004 -0.003 -0.002
H 1.744510 2.217863 -3.968246 -0.001 0.004 -0.002
H 1.385955 1.784825 -1.569998 -0.002 -0.010 0.010
N 0.719128 2.883309 1.412994 0.033 0.073 -0.009
N 0.750447 2.376587 2.708370 0.069 -0.109 0.063
C 0.293258 1.084226 2.962276 -0.117 0.336 -0.016
O 0.206287 0.713982 4.126829 -0.022 -0.025 -0.015
O -0.056858 0.376953 1.946045 0.366 -0.082 -0.068
H 1.496502 3.505460 1.252367 0.026 0.015 0.060
H -0.162534 3.299919 1.142874 -0.001 -0.045 0.008
H 0.583027 2.990879 3.491590 0.005 0.033 -0.026
C -4.174627 2.068196 -2.611030 0.032 0.009 0.004
C -3.476159 2.308977 -1.280447 -0.030 0.038 0.006
C -4.513359 2.657351 -0.220758 0.025 -0.009 0.022
O -2.849159 1.083382 -0.887204 0.019 -0.068 -0.120
B -1.567513 1.314986 -0.405796 0.139 -0.244 -0.124
O -1.283313 2.678679 -0.505758 -0.026 0.011 0.078
C -2.272550 3.307633 -1.337416 -0.090 0.048 -0.029
C -1.671255 3.439362 -2.731868 -0.025 -0.053 0.006
C -2.564205 4.689444 -0.773554 -0.011 -0.018 0.006
H -4.963416 1.330415 -2.459586 -0.011 0.007 -0.001
H -3.482704 1.678941 -3.356385 0.003 -0.002 -0.006
H -4.627700 2.987205 -2.991290 -0.003 0.003 0.004
H -5.189828 1.809646 -0.107707 0.002 -0.002 0.002
H -5.088732 3.543130 -0.500116 -0.006 -0.007 -0.011
H -4.042799 2.826770 0.744881 0.003 -0.007 0.025
H -1.416171 2.462857 -3.143696 -0.035 0.030 -0.002
H -0.750376 4.020666 -2.665425 0.007 -0.001 0.003
H -2.357624 3.945292 -3.413930 -0.004 0.012 -0.001
H -2.853451 4.637843 0.274859 0.002 -0.008 -0.002
H -3.366187 5.177193 -1.332606 0.007 -0.001 -0.012
H -1.667732 5.306776 -0.854055 0.003 0.005 0.001
O 1.471444 -1.349846 0.480624 -0.002 0.127 -0.329
C 2.477238 -1.690352 1.375971 0.025 0.042 0.035
C 3.586342 -0.649125 1.381900 -0.010 0.044 0.007
C 4.904584 -0.803875 1.703095 -0.011 -0.012 0.057
C 5.636516 0.409881 1.626516 0.010 -0.007 -0.005
C 4.851839 1.454227 1.237183 -0.019 0.006 -0.004
S 3.233821 0.973254 0.973854 0.025 -0.034 -0.051
C 3.112849 -3.004499 0.893975 -0.023 0.042 -0.068
C 3.808589 -3.173470 -0.268095 -0.036 0.020 -0.001
C 4.244082 -4.507881 -0.470582 0.001 -0.005 0.003
C 3.877741 -5.329736 0.553861 -0.007 -0.008 0.003
S 2.999590 -4.486177 1.752593 -0.009 0.011 0.007
C 1.928310 -1.879289 2.781567 0.083 -0.001 0.059
C 2.512335 -1.599673 3.978712 -0.020 -0.015 -0.013
C 1.729252 -2.019585 5.088309 -0.017 -0.003 0.005
C 0.567679 -2.611441 4.706230 0.002 0.006 0.011
S 0.405410 -2.646008 3.005370 -0.007 -0.025 -0.018
H 5.332866 -1.757911 1.977377 -0.001 -0.012 -0.002
H 6.693694 0.495826 1.835501 0.002 0.004 0.003
H 5.147553 2.479100 1.077927 0.000 0.002 0.006
H 3.993265 -2.356000 -0.951403 -0.003 0.007 -0.001
H 4.803421 -4.839736 -1.334143 0.003 -0.002 0.000
H 4.075790 -6.383939 0.662959 0.001 -0.002 -0.001
H 3.464272 -1.095080 4.061755 -0.004 -0.004 -0.005
H 2.005927 -1.854555 6.119522 -0.006 0.002 0.002
H -0.228255 -2.979074 5.333321 -0.001 -0.001 0.007
Cl -3.094337 1.530938 2.983049 0.039 0.053 -0.036
C -2.787361 -0.228652 2.845651 -0.030 -0.108 0.042
C -3.139206 -0.730745 1.445139 -0.013 0.204 -0.120
O -4.306566 -0.881910 1.141018 0.040 -0.106 0.060
O -2.148675 -1.072047 0.668172 -0.139 0.039 0.111
H -3.460144 -0.710415 3.549787 -0.003 0.018 0.018
H -1.748769 -0.382577 3.114510 -0.037 -0.034 0.005
```
Positions in Å, forces in eV/Å.

For the relative energy (zero: lowest compared OMol25 entry of this formula, charge and spin), the calculation gives 0.0 kJ/mol. The LUMO energy (spin up / spin down) comes out at 2.389 / 2.389 eV. Its spin multiplicity is 2. The total charge is -1. As for the expectation value of S²: 0.7557. As for the largest force on an atom: 0.011 hartree/bohr. For the total energy, the calculation gives -99405.425 eV.

Here are the Mulliken charges for atoms 1 to 6, given in e: number 1, Re, carries 1.07; number 2, C, carries -1.12; number 3, N, carries 0.33; number 4, C, carries -0.95; number 5, C, carries -1.43; number 6, C, carries 0.97



No. 3
ORCA calculation (ωB97M-V/def2-TZVPD) on C31H38F6N2P3PdSi2 as an isolated structure.

Geometry as XYZ:
```
83
Properties=species:S:1:pos:R:3:forces:R:3
Pd 0.018016 -1.947055 0.201483 -0.246 -0.247 -0.579
C 5.452921 -0.324136 0.006038 -0.034 -0.020 -0.011
Si 4.024672 -1.580176 -0.022740 -0.105 0.021 0.110
C 4.598542 -3.055817 -1.044988 -0.046 0.063 -0.019
C 3.818176 -2.180900 1.756347 0.105 -0.012 -0.110
N 2.626711 -0.955443 -0.703649 0.021 -0.082 -0.096
P 1.588761 0.221386 -0.633353 -0.110 0.111 0.228
C 0.022204 -0.166980 -1.067613 0.049 -0.451 0.599
P -1.554811 0.110527 -0.582885 0.205 0.130 -0.052
N -2.415496 -1.211880 -0.535414 -0.138 0.096 0.273
Si -3.984887 -1.774655 -0.297409 0.144 -0.083 -0.094
C -3.912478 -3.466741 0.512212 -0.037 0.074 -0.028
C -4.886483 -1.914607 -1.956713 0.055 0.030 0.022
C -5.142425 -0.703314 0.766768 -0.025 -0.073 -0.047
C -1.666161 0.952001 1.057131 -0.004 0.073 0.017
C -1.301147 2.286509 1.233036 -0.069 -0.046 -0.029
C -1.264678 2.858537 2.495653 0.014 0.011 0.000
C -1.594138 2.099888 3.611589 -0.018 0.029 -0.004
C -1.953242 0.769530 3.452892 -0.036 -0.009 -0.030
C -1.985453 0.202675 2.185205 -0.007 -0.005 0.032
C -2.301177 1.393051 -1.676651 -0.028 0.029 -0.003
C -1.692084 1.666354 -2.898162 -0.009 -0.014 -0.010
C -2.223835 2.617834 -3.759690 0.011 -0.010 0.008
C -3.371806 3.314113 -3.406462 -0.005 -0.001 0.001
C -3.984876 3.053784 -2.186476 -0.006 0.002 0.008
C -3.451066 2.100349 -1.330880 -0.004 0.000 -0.014
C 1.786984 0.983897 1.044882 0.174 0.248 -0.185
C 1.337992 0.302046 2.171617 -0.032 -0.091 0.346
C 1.563579 0.797889 3.448209 -0.018 -0.039 -0.050
C 2.248215 1.990877 3.632142 0.019 0.013 -0.034
C 2.711510 2.679670 2.520225 -0.019 -0.007 0.032
C 2.482558 2.178583 1.244903 -0.016 0.010 0.000
C 2.117980 1.592792 -1.740996 0.102 -0.027 -0.128
C 3.184472 1.398806 -2.610614 0.044 0.051 -0.034
C 3.531395 2.370055 -3.544601 -0.010 -0.017 0.029
C 2.812535 3.554015 -3.616063 -0.011 0.007 0.010
C 1.741218 3.758881 -2.751985 -0.001 0.011 -0.012
C 1.397477 2.783398 -1.829673 -0.021 -0.016 0.015
H 6.420199 -0.792444 0.214779 -0.013 -0.023 0.022
H 5.268974 0.430821 0.776411 -0.016 0.020 -0.016
H 5.526496 0.195358 -0.953487 0.033 -0.006 0.002
H 5.484765 -3.541049 -0.626148 0.010 0.015 0.016
H 4.824750 -2.741197 -2.068066 0.001 -0.017 0.000
H 3.791000 -3.790097 -1.092391 0.007 -0.010 0.005
H 4.675121 -2.796639 2.051677 -0.007 0.016 0.022
H 2.919370 -2.794700 1.849205 -0.003 -0.010 -0.005
H 3.744155 -1.345701 2.456758 -0.040 0.029 -0.008
H -3.184333 -4.099117 -0.000044 -0.012 -0.011 -0.004
H -4.883604 -3.971892 0.508668 -0.007 0.004 -0.004
H -3.574736 -3.388898 1.549123 0.013 0.002 -0.009
H -4.368317 -2.623877 -2.606461 0.006 -0.002 0.005
H -4.863687 -0.938546 -2.451526 -0.023 -0.008 -0.017
H -5.930497 -2.228246 -1.861282 0.003 -0.011 0.034
H -4.749049 -0.492236 1.763037 0.048 -0.007 -0.014
H -6.090498 -1.240338 0.886356 -0.002 0.016 0.016
H -5.368198 0.249412 0.281694 0.013 0.030 -0.007
H -1.037731 2.884690 0.367227 -0.002 0.002 0.009
H -0.959665 3.892361 2.610697 -0.002 0.000 0.005
H -1.552772 2.540851 4.600979 0.002 0.001 0.000
H -2.197511 0.164761 4.318774 0.003 -0.006 0.002
H -2.234946 -0.845657 2.059559 -0.011 0.009 -0.007
H -0.785738 1.123111 -3.146175 -0.009 -0.003 0.005
H -1.732134 2.820948 -4.704210 -0.005 0.008 -0.003
H -3.784908 4.061182 -4.074937 -0.002 -0.001 0.000
H -4.876888 3.598391 -1.897606 -0.001 0.003 -0.012
H -3.923603 1.914686 -0.373239 -0.007 -0.021 0.017
H 0.802879 -0.644860 2.084541 0.060 0.098 -0.200
H 1.193583 0.241478 4.301536 0.009 0.017 0.009
H 2.419707 2.375939 4.630910 0.006 0.008 0.000
H 3.258594 3.608573 2.640337 -0.004 0.002 0.010
H 2.864135 2.729624 0.393526 -0.003 -0.032 0.006
H 3.728149 0.463126 -2.553949 -0.016 -0.008 0.017
H 4.362376 2.196639 -4.219171 -0.001 0.006 -0.005
H 3.077119 4.311328 -4.345378 0.000 0.004 0.002
H 1.161536 4.673252 -2.807937 0.010 0.009 -0.007
H 0.547230 2.941000 -1.174460 0.012 -0.029 -0.019
F -0.407792 -4.889522 -0.421250 -0.025 -0.062 0.025
P -0.050805 -5.425759 1.063700 0.114 0.004 -0.053
F -1.443929 -6.246139 1.114695 0.006 0.053 -0.002
F 1.340230 -4.580942 1.022667 -0.043 -0.010 0.012
F 0.302088 -5.935125 2.560829 0.001 0.031 -0.023
F -0.793680 -4.110547 1.691388 0.022 0.153 -0.001
F 0.702921 -6.709739 0.435296 -0.007 -0.027 0.012
```
Positions in Å, forces in eV/Å.

For the relative energy (zero: lowest compared OMol25 entry of this formula, charge and spin), the calculation gives 52.8 kJ/mol. The LUMO energy (spin up / spin down) comes out at 4.327 / 4.327 eV. Its spin multiplicity is 2. The total charge is -2. As for the expectation value of S²: 0.7534. As for the largest force on an atom: 0.015 hartree/bohr. For the total energy, the calculation gives -99161.642 eV.

Here are the Mulliken charges for atoms 1 to 6, given in e: number 1, Pd, carries -0.42; number 2, C, carries -1.09; number 3, Si, carries 0.18; number 4, C, carries -1.06; number 5, C, carries -0.87; number 6, N, carries -0.13



Question: What is the formula in the second record?
Answer: C31H38BClN3O7ReS3